[1]
C3H4NO2 | ωB97M-V/def2-TZVPD

```
10
Properties=species:S:1:pos:R:3:nbo_charge:R:1
C 1.1176 0.4565 0.9774 -0.778
C 0.6616 -0.5364 0.1659 0.469
O 1.0290 -1.6576 -0.0765 -0.721
C -0.5148 -0.0698 -0.9490 -0.418
N -1.4555 0.4863 -0.0372 0.089
O -2.3871 -0.0960 0.4732 -0.397
H 1.8760 0.4134 1.7124 0.185
H 0.4156 1.3993 0.8856 0.185
H -0.1249 0.6901 -1.6255 0.199
H -0.6174 -1.0859 -1.5262 0.188
```

Summary:
spin multiplicity: 1
orbital gap: 7.323 eV
SMILES: C=C([O-])CN=O
net charge: -1
E_tot: -321.84645 Eh

---

[2]
H4O2 | ωB97M-V/def2-TZVPD

```
6
Properties=species:S:1:pos:R:3:nbo_charge:R:1
O -0.2254 1.0249 1.5443 -0.925
H -0.7216 0.2662 1.8899 0.467
H 0.5702 0.5982 1.2135 0.457
O -0.2492 -0.7863 -1.6272 -0.924
H 0.3835 -0.9836 -0.9066 0.457
H 0.2424 -0.1194 -2.1139 0.466
```

Summary:
spin multiplicity: 1
orbital gap: 12.086 eV
SMILES: O.O
E_tot: -152.86454 Eh

---

[3]
C20H18F2N2O3 | ωB97M-V/def2-TZVPD

```
45
Properties=species:S:1:pos:R:3:nbo_charge:R:1
C -1.8208 2.2277 0.6821 -0.616
C -1.5474 0.8004 1.1498 -0.225
N -0.4624 0.7417 2.1041 -0.409
C -0.8396 0.9084 3.4998 -0.268
C -1.5952 -0.2935 4.0030 0.056
C -2.9127 -0.1914 4.4268 -0.247
C -3.5964 -1.3124 4.8669 -0.206
C -2.9703 -2.5462 4.8789 -0.219
C -1.6560 -2.6561 4.4543 -0.191
C -0.9723 -1.5361 4.0196 -0.240
C 0.8420 0.5654 1.8174 0.648
O 1.7068 0.5268 2.6812 -0.628
C 1.2565 0.3941 0.3998 0.045
C 2.5055 -0.1734 0.0295 -0.308
C 2.5121 -0.0908 -1.3319 0.283
C 3.5297 -0.5061 -2.3471 -0.110
O 2.9568 -1.1369 -3.4729 -0.465
C 2.1634 -0.4425 -4.3297 0.164
C 1.3385 -1.2143 -5.1607 0.377
F 1.3792 -2.5515 -5.0166 -0.309
C 0.4982 -0.6683 -6.1069 -0.285
C 0.4462 0.7077 -6.2524 -0.198
C 1.2424 1.5075 -5.4573 -0.279
C 2.0880 0.9371 -4.5222 0.351
F 2.8566 1.7792 -3.7921 -0.327
O 1.3662 0.4807 -1.7410 -0.263
N 0.6011 0.7724 -0.6705 -0.112
H -2.6764 2.2361 0.0133 0.213
H -2.0326 2.8796 1.5262 0.198
H -0.9566 2.6092 0.1470 0.224
H -1.3061 0.1830 0.2844 0.232
H -2.4336 0.3865 1.6400 0.205
H -1.4464 1.8127 3.6012 0.199
H 0.0881 1.0327 4.0655 0.258
H -3.4062 0.7707 4.4190 0.209
H -4.6206 -1.2213 5.1980 0.213
H -3.5042 -3.4208 5.2200 0.213
H -1.1634 -3.6172 4.4653 0.212
H 0.0545 -1.6143 3.6938 0.222
H 3.2497 -0.5643 0.6884 0.254
H 4.1464 0.3551 -2.6336 0.214
H 4.1784 -1.2654 -1.9031 0.221
H -0.1076 -1.3255 -6.7093 0.234
H -0.2102 1.1517 -6.9824 0.222
H 1.2307 2.5819 -5.5456 0.234
```

Summary:
spin multiplicity: 1
orbital gap: 9.803 eV
SMILES: CCN(Cc1ccccc1)C(=O)c1cc(COc2c(F)cccc2F)on1
E_tot: -1307.83844 Eh

---

[4]
C18H21Br2N3O | ωB97M-V/def2-TZVPD

```
45
Properties=species:S:1:pos:R:3:nbo_charge:R:1
C -4.3120 -3.3630 -0.8112 -0.630
C -3.6422 -2.2132 -0.1237 -0.006
C -4.3949 -1.1576 0.3785 -0.213
C -3.7883 -0.0853 1.0047 -0.187
C -2.4088 -0.0444 1.1535 -0.059
C -1.6559 -1.0957 0.6517 -0.157
C -2.2626 -2.1646 0.0189 -0.217
H -1.6485 -2.9686 -0.3601 0.208
H -0.5820 -1.0899 0.7509 0.203
C -1.7462 1.1202 1.8542 -0.228
N -0.5882 1.5895 1.1393 -0.156
C 0.7104 1.2772 1.3417 0.173
C 1.4099 1.9102 0.3222 -0.014
C 0.4374 2.6016 -0.4336 0.153
N -0.7575 2.3802 0.0797 -0.279
C 0.6601 3.4756 -1.6152 -0.649
H 0.5938 4.5233 -1.3235 0.228
H 1.6462 3.2958 -2.0382 0.219
H -0.1025 3.2891 -2.3671 0.234
N 2.8003 1.9066 0.0978 -0.614
C 3.5723 0.9966 -0.5288 0.698
O 4.7693 1.1682 -0.6512 -0.610
C 2.9128 -0.2677 -1.0594 -0.210
C 3.1494 -1.5057 -0.2397 -0.149
C 3.9004 -1.3232 -1.5088 -0.426
H 3.6474 -1.9430 -2.3572 0.231
H 4.9506 -1.0706 -1.4362 0.265
Br 4.1164 -1.4225 1.4295 0.083
Br 1.7586 -2.8369 -0.1470 0.066
C 1.6206 -0.1296 -1.8322 -0.606
H 1.6542 0.7636 -2.4517 0.225
H 0.7544 -0.0619 -1.1774 0.233
H 1.4793 -0.9893 -2.4850 0.224
H 3.3111 2.7306 0.3951 0.410
C 1.2122 0.4811 2.4894 -0.663
H 0.9476 -0.5728 2.4041 0.232
H 0.7968 0.8550 3.4247 0.225
H 2.2947 0.5633 2.5396 0.248
H -1.4402 0.8269 2.8627 0.218
H -2.4504 1.9532 1.9220 0.229
H -4.3920 0.7266 1.3838 0.208
H -5.4703 -1.1758 0.2740 0.209
H -5.1476 -3.7299 -0.2180 0.218
H -4.7042 -3.0455 -1.7773 0.221
H -3.6120 -4.1779 -0.9753 0.215
```

Summary:
spin multiplicity: 1
orbital gap: 9.424 eV
E_tot: -6086.04366 Eh

---

Going through the records in order, we get LUMO level values of 4.570, 0.523, 0.767, 0.462 eV.
Going through the records in order, we get E_HOMO values of -2.752, -11.563, -9.037, -8.962 eV.